No. 1
ORCA calculation (ωB97M-V/def2-TZVPD) on C12H30BrCrN2O4 as an isolated structure.

Positions of all 50 atoms, in Å:
Cr  -7.47  -0.97  -24.74
Br  -7.88  1.55  -24.57
C  -7.03  0.22  -27.84
O  -6.87  -0.81  -26.91
C  -6.78  -2.06  -27.58
C  -6.33  -3.16  -26.70
N  -6.93  -3.02  -25.41
C  -6.00  -3.60  -24.46
C  -4.96  -2.54  -24.12
O  -5.38  -1.24  -24.36
C  -4.38  -0.18  -24.57
H  -6.18  0.30  -28.52
H  -7.19  1.22  -27.43
H  -7.92  0.16  -28.46
H  -6.01  -2.18  -28.35
H  -7.73  -2.27  -28.07
H  -5.25  -3.08  -26.69
H  -6.58  -4.17  -27.03
H  -7.69  -3.69  -25.43
H  -5.54  -4.51  -24.84
H  -6.60  -3.83  -23.58
H  -4.06  -2.69  -24.71
H  -4.66  -2.65  -23.08
H  -3.69  -0.59  -25.31
H  -3.75  -0.14  -23.68
H  -4.74  0.82  -24.82
C  -8.75  -0.41  -18.75
O  -8.13  -0.62  -19.99
C  -7.87  -1.95  -20.29
C  -7.31  -1.86  -21.67
N  -8.21  -1.32  -22.75
C  -9.29  -2.27  -23.03
C  -10.37  -1.86  -24.01
O  -9.73  -1.30  -25.18
C  -10.64  -1.30  -26.26
H  -8.05  -0.60  -17.94
H  -9.74  -0.81  -18.51
H  -9.04  0.64  -18.71
H  -8.80  -2.53  -20.28
H  -7.16  -2.42  -19.62
H  -6.77  -2.76  -21.97
H  -6.56  -1.11  -21.44
H  -8.63  -0.54  -22.27
H  -9.77  -2.47  -22.07
H  -8.86  -3.25  -23.22
H  -11.06  -1.23  -23.45
H  -10.84  -2.82  -24.23
H  -11.16  -2.23  -26.47
H  -9.96  -1.23  -27.11
H  -11.24  -0.42  -26.48

As for the expectation value of S²: 6.013. The total charge is +1. As for the LUMO energy (spin up / spin down): -2.56 / -2.56 eV. As for the spin multiplicity: 5. The electronic energy is -122557.528 eV.

Now the Mulliken charges, all in e: Cr 0.557; Br -0.663; C -1.051; O 0.168; C -0.650; C -0.992; N 0.019; C -1.005; C -0.823; O 0.243; C -1.012; H 0.319; H 0.339; H 0.315; H 0.391; H 0.477; H 0.328; H 0.425; H 0.246; H 0.470; H 0.380; H 0.664; H 0.468; H 0.342; H 0.340; H 0.275; C -0.881; O -0.262; C -0.788; C -0.687; N 0.213; C -0.709; C -0.655; O 0.067; C -0.874; H 0.317; H 0.346; H 0.284; H 0.353; H 0.488; H 0.296; H 0.234; H 0.342; H 0.464; H 0.262; H 0.392; H 0.430; H 0.383; H 0.122; H 0.293

No. 2
ORCA calculation (ωB97M-V/def2-TZVPD) on C12H30ClI2N2OP2Ti as an isolated structure.

Positions of all 51 atoms, in Å:
I  0.16  2.24  1.13
I  0.23  -3.07  0.48
Ti  -0.07  -0.43  0.47
P  -2.55  -0.12  -0.17
C  -3.84  0.07  1.09
C  -2.90  1.34  -1.21
H  -3.98  1.37  -1.40
H  -4.26  -1.36  -1.34
H  -2.35  1.29  -2.15
H  -2.65  -1.54  -2.13
H  -3.52  0.83  1.82
H  -2.60  2.25  -0.67
C  -3.18  -1.51  -1.17
H  -4.78  0.38  0.62
H  -3.00  -2.45  -0.64
H  -3.98  -0.89  1.61
P  2.48  -0.09  -0.13
C  3.78  0.14  1.13
C  3.18  -1.45  -1.12
H  2.30  1.30  -2.12
H  3.94  1.36  -1.37
H  2.57  2.28  -0.65
C  2.86  1.36  -1.18
H  2.68  -1.49  -2.09
H  4.26  -1.27  -1.26
H  4.68  0.53  0.65
H  4.01  -0.83  1.60
H  3.01  -2.40  -0.60
H  3.44  0.85  1.89
Cl  -0.03  -0.20  -1.90
C  -2.49  -0.46  4.09
N  -1.16  0.03  4.40
C  -1.04  1.17  5.30
C  0.19  1.01  6.16
C  1.42  0.67  5.35
N  1.12  -0.24  4.25
C  2.22  -1.08  3.79
C  -0.09  -0.30  3.66
O  -0.21  -0.66  2.43
H  -2.45  -1.18  3.27
H  -3.16  0.36  3.84
H  -2.91  -0.98  4.97
H  -0.97  2.11  4.73
H  -1.95  1.19  5.91
H  0.03  0.24  6.92
H  0.38  1.96  6.67
H  2.18  0.19  5.98
H  1.87  1.60  4.95
H  3.14  -0.48  3.71
H  2.42  -1.88  4.52
H  1.98  -1.53  2.83

The total charge is +3. As for the LUMO energy (spin up / spin down): -15.02 / -14.97 eV. The electronic energy is -88348.845 eV.

Now the Mulliken charges, all in e: I 0.150; I 0.076; Ti 0.080; P 0.960; C -1.219; C -1.182; H 0.446; H 0.433; H 0.389; H 0.375; H 0.241; H 0.404; C -1.163; H 0.559; H 0.373; H 0.405; P 0.838; C -1.360; C -1.171; H 0.383; H 0.440; H 0.461; C -1.106; H 0.372; H 0.449; H 0.595; H 0.395; H 0.362; H 0.324; Cl -0.337; C -1.159; N 0.218; C -0.522; C -0.767; C -0.454; N 0.205; C -1.122; C 0.487; O -0.130; H 0.327; H 0.421; H 0.389; H 0.239; H 0.476; H 0.330; H 0.365; H 0.434; H 0.298; H 0.468; H 0.346; H 0.177

No. 3
ORCA calculation (ωB97M-V/def2-TZVPD) on a 3-piece molecular cluster, C12H30ClN2O2 overall.

Positions of all 47 atoms, in Å:
C  0.60  -1.50  1.82
C  -0.71  -1.05  1.15
C  -1.76  -2.17  1.26
C  -0.45  -0.69  -0.34
C  -0.45  0.82  -0.52
C  0.16  1.28  -1.82
N  -0.18  2.68  -2.19
Cl  1.33  3.49  -2.57
C  -0.76  3.47  -1.09
C  -1.91  2.77  -0.35
N  -1.88  1.29  -0.62
H  0.66  -1.12  2.84
H  0.64  -2.59  1.84
H  1.47  -1.14  1.28
H  -1.07  -0.16  1.67
H  -2.76  -1.76  1.30
H  -1.64  -2.84  0.41
H  -1.57  -2.75  2.15
H  -1.29  -1.09  -0.92
H  0.48  -1.13  -0.66
H  -0.02  1.30  0.35
H  1.21  1.06  -1.86
H  -0.30  0.64  -2.59
H  -1.11  4.43  -1.45
H  0.03  3.68  -0.36
H  -2.89  3.13  -0.61
H  -1.72  2.88  0.71
H  -2.50  0.79  0.02
H  -2.15  1.15  -1.60
C  2.57  -1.79  6.37
C  2.00  -0.51  5.80
O  0.90  -0.77  4.91
H  2.91  -2.45  5.57
H  3.41  -1.59  7.03
H  1.81  -2.34  6.94
H  2.75  0.02  5.23
H  1.65  0.15  6.61
H  0.22  -1.23  5.41
C  -0.63  -0.29  -5.58
C  0.88  -0.28  -5.51
O  1.43  -1.56  -5.82
H  -1.04  -1.04  -4.90
H  -1.04  0.69  -5.32
H  -0.97  -0.55  -6.59
H  1.22  -0.04  -4.50
H  1.30  0.47  -6.19
H  1.16  -1.79  -6.72

The total charge is +1. As for the LUMO energy: -3.04 eV. The electronic energy is -32519.968 eV.

Now the Mulliken charges, all in e: C -1.692; C 1.129; C -1.652; C -1.481; C 0.261; C -1.377; N -0.159; Cl -0.103; C -0.622; C -0.622; N -0.069; H 0.299; H 0.454; H 0.429; H 0.284; H 0.340; H 0.419; H 0.465; H 0.441; H 0.479; H 0.292; H 0.669; H 0.339; H 0.445; H 0.454; H 0.440; H 0.330; H 0.373; H 0.441; C -1.064; C -0.218; O -0.502; H 0.268; H 0.344; H 0.337; H 0.287; H 0.251; H 0.258; C -0.964; C -0.050; O -0.546; H 0.242; H 0.269; H 0.407; H 0.090; H 0.267; H 0.316

No. 4
ORCA calculation (ωB97M-V/def2-TZVPD) on a 8-piece molecular cluster, C12H30ClO15 overall.

Positions of all 58 atoms, in Å:
Cl  -1.25  1.26  -0.35
O  -2.12  0.55  0.53
O  -1.68  0.99  -1.72
O  -1.15  2.66  -0.08
O  0.06  0.77  -0.12
C  -1.22  1.12  5.03
C  -0.62  0.92  3.70
O  0.65  0.50  4.08
C  0.84  0.37  5.41
O  1.88  0.00  5.98
O  -0.22  0.78  6.00
H  -2.11  0.50  5.05
H  -1.50  2.17  5.08
H  -0.72  1.84  3.13
H  -1.16  0.06  3.32
C  0.76  -0.61  -3.84
C  2.20  -0.91  -3.94
O  2.14  -1.86  -4.90
C  0.94  -2.30  -5.20
O  0.63  -3.36  -5.76
O  0.05  -1.54  -4.57
H  0.58  0.37  -4.27
H  0.42  -0.47  -2.81
H  2.75  -1.28  -3.07
H  2.78  -0.05  -4.28
O  -3.90  -0.56  -2.69
H  -3.33  0.17  -2.44
H  -3.32  -1.16  -3.17
O  2.17  2.96  -0.98
H  1.23  2.86  -0.84
H  2.55  2.98  -0.10
C  2.67  -3.37  1.33
C  1.32  -3.18  0.62
O  1.38  -2.18  -0.42
H  3.50  -3.53  0.64
H  2.43  -4.14  2.05
H  2.81  -2.40  1.80
H  0.46  -3.10  1.28
H  1.04  -4.03  -0.01
H  0.99  -1.33  -0.17
C  -5.55  1.64  -0.35
C  -6.13  1.37  0.98
O  -6.62  0.07  1.07
H  -5.09  2.63  -0.44
H  -6.27  1.38  -1.12
H  -4.74  0.96  -0.60
H  -6.70  2.19  1.42
H  -5.30  1.35  1.68
H  -7.31  -0.11  0.44
C  4.00  0.10  0.30
C  4.92  0.96  -0.55
O  4.29  1.30  -1.77
H  2.96  0.43  0.35
H  4.22  0.00  1.36
H  3.92  -0.91  -0.10
H  5.93  0.55  -0.53
H  5.05  1.85  0.06
H  3.49  1.73  -1.47

As for the expectation value of S²: 0.763. As for the LUMO energy (spin up / spin down): -0.40 / -7.19 eV. As for the spin multiplicity: 2. The electronic energy is -56151.127 eV.

Now the Mulliken charges, all in e: Cl 1.761; O -0.433; O -0.628; O -0.508; O -0.253; C -0.389; C 0.088; O -0.295; C 0.617; O -0.594; O -0.308; H 0.284; H 0.278; H 0.175; H 0.130; C 0.109; C 0.024; O -0.352; C 0.638; O -0.591; O -0.349; H 0.262; H -0.101; H 0.136; H 0.232; O -0.629; H 0.403; H 0.300; O -0.726; H 0.264; H 0.349; C -0.855; C -0.391; O -0.302; H 0.275; H 0.378; H 0.156; H 0.341; H 0.277; H 0.145; C -0.749; C -0.253; O -0.517; H 0.344; H 0.349; H 0.069; H 0.306; H 0.125; H 0.320; C -0.470; C -0.486; O -0.471; H -0.124; H 0.456; H 0.155; H 0.385; H 0.286; H 0.356

Number 1: M 398.3 g mol⁻¹. Number 2: M 617.5 g mol⁻¹. Number 3: M 269.8 g mol⁻¹. Number 4: M 449.8 g mol⁻¹.